[1]
# C5H8N2S

C5H8N2S in the gas phase at a distorted geometry (the ωB97M-V functional and the def2-TZVPD basis, the OMol25 dataset).

CARTESIAN COORDINATES (ANGSTROEM)
N -1.671 0.560 -1.759
C -0.636 1.133 -0.855
C 0.101 0.186 0.027
C -0.112 -1.099 0.071
C 0.659 -1.991 0.922
N 1.609 -1.676 1.743
S 2.281 -0.103 1.794
C 1.042 0.918 0.970
H -2.401 0.047 -1.313
H -1.303 0.086 -2.527
H -1.104 1.837 -0.153
H 0.076 1.683 -1.441
H -0.877 -1.649 -0.498
H 0.309 -3.038 0.922
H 1.556 1.641 0.377
H 0.470 1.465 1.720

The calculation puts the electronic energy at -19128.757 eV. The value obtained for the maximum force is 0.0514 Eh/bohr. The energy above the lowest of the compared OMol25 structures with the same formula, charge and spin comes out at 160.6 kJ/mol. As for the SMILES: NCC1=CC=NSC1. The HOMO-LUMO gap is 0.319 Ha.

---

[2]
# H42O21

21 unconnected molecules or ions with the total composition H42O21 at a distorted geometry (the ωB97M-V functional and the def2-TZVPD basis, the OMol25 dataset).

CARTESIAN COORDINATES (ANGSTROEM)
O 2.441 2.935 -3.207
H 3.120 2.391 -2.829
H 2.199 3.468 -2.448
O -0.885 0.487 -0.978
H -1.431 1.230 -1.181
H 0.035 0.423 -1.137
O -0.046 2.889 -2.355
H 0.563 2.459 -2.937
H -0.400 3.723 -2.679
O -1.410 -1.794 0.594
H -2.306 -1.647 0.880
H -1.489 -2.194 -0.269
O 1.272 -4.111 -2.033
H 2.201 -3.803 -1.788
H 0.957 -3.213 -2.196
O -4.514 -1.664 2.251
H -4.487 -0.641 2.290
H -4.226 -1.806 3.192
O -3.610 2.174 -1.185
H -3.454 2.980 -0.638
H -4.116 2.565 -1.924
O 3.450 -2.385 -1.959
H 4.304 -2.231 -2.332
H 2.767 -2.178 -2.602
O 2.083 -4.021 1.801
H 2.925 -4.404 1.595
H 2.219 -3.223 2.379
O -0.940 -4.049 -0.432
H -1.367 -4.762 -0.972
H -0.001 -4.071 -0.656
O -0.786 1.121 4.473
H -0.068 0.458 4.257
H -1.613 0.731 4.234
O 1.882 4.217 -0.366
H 1.989 5.059 -0.831
H 0.924 4.278 -0.315
O 0.788 -1.553 -2.514
H 0.591 -0.963 -3.275
H 1.461 -1.333 -1.816
O -4.667 -0.403 -0.994
H -3.740 -0.298 -1.114
H -5.113 -0.583 -0.188
O 0.578 2.795 2.416
H 0.174 3.232 3.144
H 0.808 1.859 2.605
O -1.863 -1.743 -3.799
H -2.735 -1.667 -3.445
H -1.753 -2.264 -4.575
O 0.063 -0.164 2.177
H 0.671 0.163 1.530
H -0.442 -0.742 1.549
O 1.959 -0.839 4.346
H 1.088 -1.194 4.143
H 2.642 -1.494 4.467
O 2.513 0.605 -1.037
H 1.642 0.937 -0.937
H 3.107 0.600 -0.272
O 2.922 0.850 1.384
H 2.331 0.356 1.915
H 3.066 1.798 1.621
O -1.280 4.393 1.391
H -1.682 4.643 2.221
H -0.814 3.552 1.562

The calculation puts the electronic energy at -43667.297 eV. Its spin multiplicity is 2. The value obtained for the maximum force is 0.0676 Eh/bohr. Its total charge is +1. The energy above the lowest of the compared OMol25 structures with the same formula, charge and spin comes out at 197.4 kJ/mol. The HOMO-LUMO gap (alpha / beta) is 0.389 / 0.119 Ha.